No. 1
Molecular formula: C30H50Cl2N3O7SSiY
Method: DFT, ωB97M-V/def2-TZVPD

Properties
Frontier orbital gap (eV): 6.588
ΔE to the lowest compared entry with this formula, charge and spin (kcal per mole): 52.1
LUMO energy (eV): 0.277
E_HOMO (eV): -6.31

Positions of all 95 atoms, in Å:
C1 3.04268 4.58282 -3.44008
C2 3.01415 4.35430 -1.96172
H1 3.69919 5.41820 -3.71153
H2 2.02299 4.80199 -3.79722
H3 3.40000 3.68480 -3.96357
C3 3.30941 5.29725 -1.06689
C4 3.50415 6.73659 -1.43501
H4 3.45032 5.06612 0.00040
H5 2.55680 7.18772 -1.75480
H6 4.23124 6.88296 -2.24389
H7 3.83589 7.30329 -0.56399
Y1 -2.04244 -0.21755 0.30242
Cl1 -4.21219 0.03595 -0.97360
C5 0.41102 -0.21974 2.39064
O1 -0.82503 -0.03495 2.15897
N1 0.80333 -0.91433 3.44683
C6 -0.21072 -1.31336 4.40909
C7 2.21687 -1.16362 3.71262
H8 1.19847 0.18297 1.74047
H9 -0.96467 -1.95201 3.92886
H10 -0.71017 -0.43260 4.83769
H11 0.28536 -1.86984 5.20348
H12 2.71992 -1.47320 2.78911
H13 2.28976 -1.96598 4.45058
H14 2.71582 -0.26672 4.10284
H15 -3.50425 -5.35677 1.67895
H16 -3.13951 -5.78414 -1.67284
C8 -4.22627 -4.82864 1.03788
C9 -3.86770 -4.99128 -1.45320
N2 -3.58971 -4.33830 -0.17917
H17 -4.66211 -3.99127 1.59546
C10 -2.86718 -3.22697 -0.16100
O2 -2.86826 -2.39416 0.79220
H18 -3.82692 -4.24251 -2.25510
H19 -2.25076 -3.05913 -1.06718
H20 -5.00514 -5.52972 0.73384
H21 -4.86746 -5.42746 -1.41220
H22 -1.18848 4.15758 -1.47295
H23 0.36378 5.39272 0.55116
C11 -1.89441 4.41553 -0.66708
C12 -0.49363 5.17600 1.20155
N3 -1.32189 4.12169 0.63678
H24 -2.82174 3.85926 -0.81264
C13 -1.43332 2.91450 1.20709
O3 -2.29066 2.05725 0.86695
H25 -0.13785 4.87249 2.19004
H26 -0.69328 2.70820 2.00415
H27 -2.07095 5.49444 -0.70814
H28 -1.07580 6.10184 1.27669
O4 1.27676 2.73125 -2.05645
C14 2.53442 2.94033 -1.61074
C15 2.28362 3.13490 0.94732
C16 2.86252 2.50991 -0.15240
H29 1.58054 3.95168 0.77653
C17 2.64784 2.77333 2.25396
H30 3.21036 2.28851 -2.21448
C18 3.86417 1.56284 0.04417
H31 2.16275 3.25545 3.11180
C19 3.64430 1.81044 2.45054
C20 4.27109 1.22810 1.33865
H32 4.35589 1.13555 -0.83447
H33 3.94888 1.52743 3.46576
H34 5.08136 0.50765 1.47559
Si1 -1.27968 1.33788 -3.50160
Cl2 -0.59691 1.01784 -1.21439
C21 -3.00568 2.06033 -3.57849
C22 -1.55383 -0.49268 -3.90801
C23 0.07989 2.02458 -4.52446
H35 -3.19662 2.88620 -2.88377
H36 -3.75708 1.28259 -3.35486
H37 -3.20600 2.42640 -4.60033
H38 0.12982 3.11995 -4.44187
H39 -0.10556 1.72721 -5.57145
H40 1.03636 1.59606 -4.18662
H41 -1.18880 -1.17273 -3.11716
H42 -1.01291 -0.72826 -4.84235
H43 -2.62658 -0.70609 -4.07161
C24 -1.31263 -7.34992 3.04607
C25 -0.74109 -6.42076 2.01678
C26 -0.21283 -5.17654 2.38425
C27 0.39135 -4.34335 1.45749
C28 0.43192 -4.71881 0.09977
C29 -0.11331 -5.97410 -0.28062
C30 -0.68687 -6.79603 0.66839
S1 1.07634 -2.05056 -0.65926
O5 0.91909 -3.94765 -0.86457
O6 2.04323 -1.90192 0.44475
O7 -0.34034 -1.77769 -0.18586
H44 -0.53159 -8.00358 3.45914
H45 -1.73468 -6.78200 3.88157
H46 -2.09003 -7.99520 2.61930
H47 -0.26498 -4.87892 3.43505
H48 0.85997 -3.42216 1.78118
H49 -0.05647 -6.24746 -1.33296
H50 -1.08659 -7.76222 0.35773

---

No. 2
Molecular formula: C2H5CrO3
Method: DFT, ωB97M-V/def2-TZVPD

Properties
2S+1: 5
Frontier orbital gap (spin up / spin down) (eV): 8.171 / 8.964
ΔE to the lowest compared entry with this formula, charge and spin (kcal per mole): 0.0
LUMO energy (spin up / spin down) (eV): -5.573 / -5.700
Charge: +1
E_HOMO (spin up / spin down) (eV): -13.74 / -14.66

Positions of all 11 atoms, in Å:
H1 -0.33586 2.24671 0.38103
O1 -1.38165 0.52292 0.70422
O2 -2.07800 1.02649 -0.47836
C1 -0.34537 1.39256 1.07236
H2 -0.53111 1.67418 2.11600
Cr1 -1.35422 -0.62627 -0.96005
O3 0.24299 -1.57695 -1.39340
C2 1.38648 -1.68717 -0.95397
H3 2.15102 -2.19100 -1.56795
H4 0.67748 0.88750 0.94616
H5 1.56823 -1.66897 0.13395

---

No. 3
Molecular formula: C40H36BF6N9O7STl
Method: DFT, ωB97M-V/def2-TZVPD

Properties
Frontier orbital gap (eV): 8.051
ΔE to the lowest compared entry with this formula, charge and spin (kcal per mole): 10.3
LUMO energy (eV): 1.882
Charge: -1
E_HOMO (eV): -6.17

Positions of all 101 atoms, in Å:
Tl1 -0.38823 0.88466 1.30607
C1 -2.11756 1.95166 4.72336
C2 -1.58915 3.01772 3.82401
C3 -1.27041 4.33635 4.16554
C4 -0.78291 4.90530 3.00812
C5 -0.24355 6.27864 2.78782
N1 -0.83426 3.97082 2.04124
N2 -1.34298 2.81101 2.53672
B1 -0.43608 4.12571 0.56568
N3 0.98879 3.54223 0.32750
N4 1.23505 2.21946 0.47713
C6 2.46301 1.96912 0.04078
C7 3.06417 0.60553 0.02162
C8 3.03611 3.16723 -0.39433
C9 2.06978 4.13590 -0.20203
C10 2.12964 5.59538 -0.51103
N5 -1.43814 3.39964 -0.35300
N6 -1.81456 2.11267 -0.14205
C11 -2.63667 1.76306 -1.11617
C12 -3.21388 0.39138 -1.19811
C13 -2.82398 2.84995 -1.97901
C14 -2.04550 3.86429 -1.46389
C15 -1.82949 5.24148 -1.99603
H1 -2.03580 2.27293 5.76081
H2 -3.16691 1.74251 4.50786
H3 -1.55763 1.02542 4.60371
H4 -1.34644 4.79634 5.13628
H5 -0.31080 6.84502 3.71549
H6 0.80509 6.24323 2.48831
H7 -0.79409 6.81283 2.01276
H8 -0.41047 5.28741 0.27874
H9 2.31977 -0.12540 -0.29295
H10 3.89875 0.59024 -0.67925
H11 3.43367 0.32233 1.00715
H12 4.02389 3.30414 -0.80033
H13 3.12647 5.84449 -0.87167
H14 1.40656 5.87329 -1.27801
H15 1.92015 6.20080 0.37037
H16 -2.60728 -0.31652 -0.63208
H17 -4.23285 0.37002 -0.80433
H18 -3.23062 0.06191 -2.23535
H19 -3.42101 2.87843 -2.87406
H20 -2.46455 5.39105 -2.86804
H21 -2.06780 6.00578 -1.25662
H22 -0.79256 5.38702 -2.30265
C16 2.52714 -2.91552 -5.93598
C17 1.21683 -3.56709 -5.50953
C18 1.13459 -5.04730 -5.85733
C19 2.08695 -5.85941 -4.99003
C20 1.78238 -5.61855 -3.53758
C21 1.99376 -6.58609 -2.58234
C22 1.71668 -6.31631 -1.24600
F1 1.93137 -7.29856 -0.34312
C23 1.23831 -5.10716 -0.83464
C24 1.01219 -4.10690 -1.78713
C25 0.51840 -2.78592 -1.32513
O1 0.30793 -2.59755 -0.12497
C26 0.29580 -1.81489 -2.35909
C27 0.53080 -2.17872 -3.64827
N7 0.99139 -3.37893 -4.06769
C28 1.26522 -4.36877 -3.13637
C29 -0.17351 -0.37013 -2.17511
O2 -0.63471 0.16027 -3.19643
O3 0.02466 0.20443 -1.07077
H23 2.67281 -3.02934 -7.01131
H24 3.37801 -3.36071 -5.41894
H25 2.51629 -1.85119 -5.70218
H26 0.39277 -3.05241 -6.00814
H27 1.36342 -5.17203 -6.91671
H28 0.11160 -5.39545 -5.69548
H29 3.11868 -5.56252 -5.20142
H30 2.01645 -6.92363 -5.21700
H31 2.37974 -7.55897 -2.85978
H32 1.01969 -4.90749 0.20489
H33 0.31785 -1.44975 -4.42066
O4 3.30088 -0.77649 6.24970
C30 3.26581 -1.78447 5.40473
O5 3.79060 -2.85263 5.64107
C31 2.56777 -1.56208 4.10853
C32 2.44230 -2.54104 3.14451
N8 1.78620 -2.00392 2.11006
N9 1.45568 -0.72878 2.34195
C33 1.90866 -0.44105 3.55236
C34 1.62499 0.93831 4.08888
O6 2.02374 1.19279 5.24703
O7 1.00449 1.69757 3.31853
H34 2.83587 0.04696 5.86472
H35 2.79043 -3.55947 3.15026
H36 1.38820 -2.44705 1.27800
F2 -7.16435 -1.90628 1.38345
C35 -5.87258 -1.67708 1.64262
C36 -4.99729 -2.73192 1.82531
F3 -5.44752 -3.98976 1.74175
C37 -3.66255 -2.48281 2.08397
F4 -2.86371 -3.54242 2.24667
C38 -3.14297 -1.19232 2.17883
S1 -1.43211 -1.00380 2.55362
C39 -4.05622 -0.15956 2.00414
F5 -3.65486 1.10835 2.07774
C40 -5.39424 -0.38451 1.73164
F6 -6.22543 0.64760 1.54815

---

> Number 1 is which compound?

C30H50Cl2N3O7SSiY